Entry 1:
88
Properties=species:S:1:pos:R:3:forces:R:3:mulliken_charge:R:1 method="wB97M-V/def2-TZVPD" spin_multiplicity=1 total_charge=0 gap_ev=6.840 energy_ha=-3376.498789 relative_energy_kcal_mol=4.89 homo_energy_ha=-0.2449 molar_mass_g_mol=888.2
Tl 0.170 -0.031 0.006 -0.3 -0.3 -0.1 0.8232
C -1.706 3.817 4.480 0.0 0.0 0.0 -1.1152
C -0.363 3.203 4.377 0.0 0.1 -0.3 1.0282
N 0.391 2.824 5.355 0.0 0.0 0.2 -0.8669
N 1.515 2.334 4.749 -0.2 0.0 -0.1 0.2238
C 1.473 2.382 3.403 -0.1 0.0 0.1 0.0924
S 2.596 1.910 2.285 0.3 0.0 -0.1 -0.3163
N 0.248 2.950 3.169 0.0 -0.2 0.2 0.5429
N -0.262 3.319 1.935 -0.2 0.3 -0.1 -0.9016
H -1.832 4.253 5.468 0.0 0.0 0.0 0.3663
H -2.485 3.068 4.327 0.0 0.0 0.0 0.2101
H -1.820 4.581 3.713 0.0 0.0 0.0 0.3217
H 2.283 1.996 5.297 0.1 0.0 0.0 0.1671
H -0.812 2.565 1.535 0.0 -0.2 -0.1 0.1401
H 0.524 3.455 1.304 0.1 0.0 0.1 0.2150
C 6.587 -0.271 -3.118 0.0 0.0 0.0 -0.4369
C 5.971 -1.336 -2.476 0.0 0.0 0.0 -0.6878
C 4.608 -1.296 -2.232 0.0 0.0 -0.1 -0.4395
C 3.843 -0.201 -2.637 0.0 0.0 0.1 0.1486
C 4.471 0.864 -3.277 0.0 -0.1 0.0 -0.0732
C 5.838 0.825 -3.516 0.0 0.0 0.0 -0.7475
P 2.074 -0.234 -2.157 0.4 0.3 -0.5 -0.0915
C 1.588 1.499 -2.513 0.1 -0.1 0.1 0.7664
C 1.945 2.446 -1.549 0.0 0.0 -0.1 -0.3537
C 1.627 3.783 -1.726 0.0 0.0 0.0 -0.5552
C 0.962 4.185 -2.876 0.0 0.1 0.0 -0.5273
C 0.606 3.251 -3.836 0.0 0.0 0.0 -0.7833
C 0.906 1.908 -3.653 0.0 0.0 0.0 -0.4596
C 1.276 -1.157 -3.507 0.0 0.0 0.1 0.4259
C 1.847 -1.297 -4.747 0.0 0.0 0.2 0.0008
C 1.207 -2.063 -5.739 0.0 -0.1 -0.1 -0.9281
C 0.040 -2.711 -5.451 0.0 0.0 -0.1 -0.8351
C -0.557 -2.611 -4.173 0.0 0.1 0.2 1.0811
C -1.712 -3.361 -3.844 -0.1 -0.1 0.0 -1.0856
C -2.242 -3.268 -2.591 -0.1 -0.1 -0.1 -0.9908
C -1.688 -2.372 -1.648 0.1 0.3 0.2 -0.0094
C -0.569 -1.591 -1.883 -0.2 -0.1 0.0 -1.3488
C 0.033 -1.780 -3.178 0.0 0.0 0.0 0.7658
H 7.653 -0.294 -3.306 0.0 0.0 0.0 0.3750
H 6.557 -2.189 -2.156 0.0 0.0 0.0 0.3924
H 4.119 -2.119 -1.721 0.1 0.0 0.0 0.3878
H 3.889 1.722 -3.591 0.0 0.0 0.0 0.3869
H 6.317 1.659 -4.013 0.0 0.0 0.0 0.4023
H 2.501 2.129 -0.674 -0.1 0.0 0.1 0.3954
H 1.894 4.510 -0.968 0.1 0.0 0.0 0.4246
H 0.720 5.230 -3.024 0.0 0.0 0.0 0.3571
H 0.084 3.568 -4.730 0.0 0.0 0.0 0.3741
H 0.605 1.178 -4.393 0.0 0.0 0.0 0.4149
H 2.796 -0.823 -4.963 0.0 0.0 0.0 0.4761
H 1.655 -2.150 -6.721 0.0 0.0 0.0 0.4138
H -0.441 -3.336 -6.196 0.0 0.0 0.0 0.3691
H -2.140 -4.022 -4.589 0.0 0.0 0.0 0.3541
H -3.089 -3.885 -2.307 0.0 0.0 -0.1 0.4775
H -2.188 -2.309 -0.681 0.0 0.0 0.0 0.4549
C -5.431 1.580 0.242 0.0 0.0 0.0 -0.9819
N -4.174 2.126 -0.252 -0.2 -0.2 -0.1 -0.2052
C -3.249 1.524 -1.031 0.3 0.7 0.2 0.4495
S -1.679 2.178 -1.032 -0.1 0.1 0.0 -0.2895
N -3.553 0.511 -1.827 -0.1 -0.7 -0.1 0.0975
C -4.853 -0.068 -2.117 0.0 -0.1 0.0 -1.0860
H -5.711 2.146 1.127 0.0 0.0 0.0 0.3604
H -5.324 0.533 0.527 0.0 0.1 0.0 0.2918
H -6.237 1.672 -0.486 0.0 0.0 0.1 0.2964
H -3.792 2.912 0.241 0.0 0.0 0.0 0.2878
H -2.752 0.009 -2.194 0.1 0.1 0.0 -0.0957
H -5.205 -0.734 -1.326 0.0 0.0 -0.1 0.3056
H -4.749 -0.653 -3.027 0.0 0.0 0.0 0.3419
H -5.593 0.710 -2.293 0.1 0.0 -0.1 0.4038
C -0.084 -1.465 3.619 0.0 0.0 -0.2 -1.1845
P -1.014 -2.059 2.136 0.0 -0.2 0.3 0.2877
C 0.243 -3.228 1.473 -0.2 0.1 0.0 -1.3910
C -2.209 -3.184 2.956 0.0 0.1 -0.1 0.4867
C -2.265 -4.557 2.731 0.0 0.1 0.0 -0.3801
C -3.250 -5.329 3.333 0.0 0.0 0.0 -0.6376
C -4.192 -4.741 4.162 0.0 0.0 0.0 -0.4598
C -4.154 -3.371 4.383 0.0 0.0 0.0 -0.6083
C -3.176 -2.600 3.777 0.0 0.0 0.0 -0.6350
H 0.252 -2.303 4.231 0.0 0.0 0.0 0.4209
H -0.709 -0.810 4.226 0.0 0.0 0.0 0.3630
H 0.781 -0.898 3.266 0.0 0.0 0.1 0.3114
H 0.559 -3.948 2.229 0.0 0.0 0.0 0.5562
H 1.107 -2.644 1.151 0.0 0.0 0.0 0.4198
H -0.160 -3.738 0.598 0.1 0.0 0.0 0.3121
H -1.540 -5.030 2.081 0.0 0.0 0.0 0.2968
H -3.282 -6.396 3.149 0.0 0.0 0.0 0.3873
H -4.959 -5.347 4.628 0.0 0.0 0.0 0.3697
H -4.894 -2.905 5.022 0.0 0.0 0.0 0.3797
H -3.158 -1.527 3.938 0.0 0.0 0.0 0.3065



Entry 2:
92
Properties=species:S:1:pos:R:3:forces:R:3:mulliken_charge:R:1 method="wB97M-V/def2-TZVPD" spin_multiplicity=1 total_charge=+3 gap_ev="4.453 / 4.462" energy_ha=-2209.866741 homo_energy_ha="-0.5658 / -0.5658" molar_mass_g_mol=847.8
Os -0.582 0.785 0.127 -0.6 -0.6 2.3 0.8428
C -5.011 0.318 3.256 0.1 0.0 -0.1 -1.4801
C -3.575 0.634 3.020 0.1 0.1 -0.5 0.5366
C -2.644 1.078 3.927 0.8 0.0 -0.3 -1.5494
C -1.430 1.208 3.224 -0.9 0.1 0.4 0.1318
N -1.657 0.845 1.912 1.2 0.4 -0.7 0.1124
N -2.954 0.523 1.810 -1.5 -0.5 -0.2 0.7509
B -3.617 0.070 0.451 0.0 -0.1 0.7 -0.7320
N -3.373 1.210 -0.546 -1.0 0.2 -0.4 -0.0019
N -2.146 1.745 -0.542 0.7 -1.7 0.2 0.5835
C -2.157 2.885 -1.244 -0.2 1.0 -0.6 0.7019
C -3.431 3.088 -1.725 0.1 0.1 -0.1 -1.1957
C -4.194 1.998 -1.252 0.1 0.0 0.0 0.8340
C -5.643 1.718 -1.447 0.1 0.0 0.1 -1.3925
C -0.914 3.639 -1.263 0.0 0.2 0.2 -0.4915
C -0.610 4.568 -2.247 0.0 0.1 -0.1 -0.6758
C 0.592 5.265 -2.192 0.1 0.0 0.0 -0.8322
C 1.496 5.035 -1.159 -0.1 0.1 -0.1 -0.6130
C 1.203 4.105 -0.170 0.1 -0.2 0.1 -0.6542
C -0.002 3.418 -0.219 0.3 -0.3 -0.4 0.2918
N -2.859 -1.178 0.044 0.5 0.0 -0.2 0.4062
N -1.505 -1.221 0.302 0.3 1.3 -0.8 0.3464
C -1.115 -2.513 0.205 -0.1 -0.1 -0.1 -0.3731
C -2.229 -3.269 -0.171 0.2 -0.3 0.2 -1.2194
C -3.309 -2.410 -0.228 0.0 -0.1 -0.2 0.5918
C -4.741 -2.714 -0.528 0.0 0.1 0.1 -1.4022
C 0.211 -3.040 0.584 -0.2 0.1 -0.3 1.1776
C 0.707 -4.179 -0.044 0.0 0.0 -0.3 -0.7891
C 1.943 -4.697 0.318 -0.1 -0.1 -0.2 -0.8472
C 2.687 -4.082 1.310 0.1 -0.1 0.1 -0.6922
C 2.176 -2.977 1.972 0.0 0.1 0.2 -0.7790
C 0.937 -2.470 1.619 0.0 -0.1 0.4 -0.0257
C -0.165 1.570 3.797 1.2 0.3 0.3 1.4763
C 1.068 1.395 3.116 -1.1 0.1 0.4 0.5579
C 2.257 1.618 3.760 0.4 0.4 0.6 -1.4343
C 2.261 2.044 5.094 -0.1 0.0 -0.2 -0.4745
C 1.058 2.275 5.768 0.6 0.0 -0.1 -0.8678
C -0.137 2.049 5.133 -0.3 -0.3 -0.8 -1.0926
H -5.244 0.481 4.306 0.0 0.0 0.0 0.4069
H -5.235 -0.721 3.009 0.0 0.0 0.0 0.3162
H -5.662 0.956 2.655 0.0 0.0 0.0 0.3082
H -2.825 1.257 4.975 0.1 -0.1 -0.1 0.5154
H -4.785 -0.114 0.575 0.1 0.0 0.0 -0.0552
H -3.787 3.927 -2.303 0.0 -0.1 0.0 0.5673
H -6.040 2.351 -2.237 0.0 0.0 0.0 0.4150
H -6.205 1.926 -0.533 0.1 0.0 0.0 0.3001
H -5.813 0.672 -1.706 0.0 0.0 0.0 0.2984
H -1.306 4.745 -3.060 0.0 0.0 0.1 0.5109
H 0.824 5.993 -2.958 0.0 0.0 0.0 0.4705
H 2.426 5.589 -1.120 -0.1 0.0 0.0 0.4783
H 1.894 3.943 0.649 0.0 0.0 0.0 0.5979
H -0.280 2.757 0.633 0.1 0.4 0.3 0.9832
H -2.256 -4.341 -0.303 0.0 0.1 0.1 0.5670
H -4.867 -3.782 -0.685 0.0 0.0 0.0 0.4026
H -5.072 -2.193 -1.428 0.0 0.0 0.0 0.2649
H -5.390 -2.413 0.296 0.0 0.0 0.0 0.3008
H 0.126 -4.658 -0.826 0.1 0.0 0.0 0.4462
H 2.319 -5.589 -0.170 -0.1 0.0 0.0 0.4836
H 3.653 -4.490 1.591 -0.1 0.0 0.0 0.5101
H 2.736 -2.523 2.781 -0.1 0.0 0.0 0.4720
H 0.498 -1.656 2.182 0.1 0.0 0.0 0.4293
H 1.073 1.056 2.096 0.1 -0.2 -0.1 0.4573
H 3.197 1.459 3.247 0.0 0.0 0.0 0.5033
H 3.204 2.206 5.603 0.0 0.0 0.0 0.4526
H 1.068 2.625 6.792 0.0 0.0 0.0 0.4425
H -1.062 2.246 5.657 0.0 0.0 0.0 0.4048
N 0.354 0.924 -1.833 -0.1 -0.4 0.2 -0.7461
C 1.842 0.789 -1.759 -0.1 -0.1 -0.2 0.9690
C 2.458 0.561 -3.162 0.0 -0.2 0.0 -1.0561
C 3.528 -0.521 -3.376 0.0 0.0 0.2 -0.5833
C 3.004 -1.959 -3.337 0.2 0.2 0.0 -0.7366
N 4.057 -2.937 -3.620 -0.2 0.2 -0.1 -0.1319
C 4.980 -3.340 -2.749 0.1 -0.2 0.0 0.6907
N 5.896 -4.232 -3.134 -0.1 0.1 0.0 -0.3827
N 4.971 -2.892 -1.501 0.0 0.1 0.0 -0.0666
C 2.126 -0.179 -0.618 0.4 0.0 -0.3 0.0605
O 3.164 -0.790 -0.528 -0.2 0.1 0.3 -0.8955
O 1.166 -0.216 0.274 -1.0 0.2 -0.3 -0.1983
H -0.006 0.145 -2.375 0.0 -0.1 -0.2 0.4058
H 0.127 1.764 -2.358 -0.1 0.2 0.1 0.3234
H 2.213 1.739 -1.369 0.0 0.1 0.0 0.0962
H 2.907 1.505 -3.466 -0.1 0.0 -0.1 0.3786
H 1.641 0.370 -3.868 0.0 0.0 0.0 0.4025
H 4.331 -0.389 -2.652 0.0 0.0 -0.1 0.3205
H 3.949 -0.354 -4.370 0.0 0.1 0.0 0.5218
H 2.243 -2.089 -4.104 -0.1 -0.1 0.0 0.4876
H 2.558 -2.201 -2.374 -0.1 -0.1 0.0 0.0830
H 4.156 -3.245 -4.571 0.0 -0.1 -0.1 0.2598
H 5.910 -4.595 -4.071 0.0 0.0 0.0 0.2002
H 6.607 -4.567 -2.509 0.0 0.0 0.1 0.2093
H 4.325 -2.175 -1.183 0.1 -0.1 0.0 0.1202
H 5.710 -3.156 -0.873 0.0 0.0 0.1 0.2915